Entry 1:
Below is a structure of composition C26H53InN5O8SbSi3, with properties calculated with ωB97M-V/def2-TZVPD.

Geometry as XYZ:
```
97
Properties=species:S:1:pos:R:3:forces:R:3
N 2.8365 0.5416 4.7997 0.31 0.13 -0.22
H 4.6022 -0.0469 0.7663 -0.08 -0.14 0.10
H -1.3830 -3.4699 1.3751 0.17 -0.09 0.14
C -1.4078 -1.7301 -2.9614 0.13 0.28 0.04
H -3.7460 3.2370 0.1414 0.11 0.01 0.01
O -0.0373 2.8742 1.9682 0.03 -0.08 -0.01
H 3.0514 -2.3077 2.9363 -0.23 -0.23 0.10
H -2.4508 -2.9448 -4.3617 0.04 0.04 0.01
C 3.1625 2.9256 1.5991 0.00 0.04 0.06
C -0.6888 -0.8829 3.1592 0.15 -0.14 -0.26
H -1.3347 -4.0195 -0.6052 0.15 -0.27 -0.14
H 4.0804 2.4351 1.2683 0.05 0.00 -0.05
H 2.9905 2.9158 4.7315 -0.06 -0.02 0.11
C 3.4610 3.8079 2.8161 0.01 -0.19 0.03
H 1.5164 -2.6681 -3.2300 0.05 -0.19 0.02
O -1.6917 -1.6983 -0.6198 -0.09 -0.12 -0.13
H -0.1860 -4.7798 1.4862 -0.07 0.17 0.12
H 1.6934 1.5473 4.0929 0.09 -0.26 0.39
Si 0.8808 -2.5315 1.6746 0.11 -0.15 0.07
H 1.4240 -4.4229 -3.4699 0.05 0.08 0.09
H -3.5770 -0.0213 -1.9577 0.01 0.13 0.00
N 1.6742 1.3439 0.3948 0.06 0.03 0.34
Si 3.3451 -1.9333 -0.2953 0.27 -0.08 0.04
C -2.6655 3.2031 0.2974 0.24 0.01 0.10
C -1.6716 -2.2028 -4.2249 -0.06 -0.05 -0.19
C 0.8933 2.3176 2.5075 -0.23 0.24 -0.28
H 2.9161 -3.6891 -2.8544 -0.26 0.02 -0.07
C -3.1816 0.9935 -1.8787 0.12 -0.10 -0.05
H -2.1649 3.8801 -0.3979 -0.07 -0.06 0.09
H -2.5453 1.2019 -2.7421 -0.08 -0.01 0.07
H 2.9295 -0.1946 -2.0628 0.19 -0.05 -0.01
H 2.8443 3.5869 0.7907 0.02 0.04 -0.04
N 5.0235 -0.3230 4.6789 0.10 0.09 0.08
H -0.1617 -1.0668 4.1014 0.03 0.02 -0.08
H 2.6988 -5.8502 -0.9173 -0.13 0.07 0.15
H -4.4762 0.6283 0.9380 0.03 -0.01 0.02
C 4.0920 0.6696 4.5060 -0.23 0.01 -0.06
N -0.4805 -0.8004 -2.7529 0.03 -0.26 0.05
C 3.6794 -0.9675 -1.8683 -0.08 0.09 -0.14
Sb -2.0524 1.1861 -0.0652 -0.49 -0.01 -0.17
H 4.8764 -1.5759 1.6227 -0.05 0.08 -0.03
C 4.4513 -3.4521 -0.4117 0.12 -0.20 -0.07
C 4.1139 -0.9607 1.1331 -0.01 0.31 0.03
C 1.8211 -3.6386 -2.8137 0.12 0.01 -0.18
H -3.4285 -0.8169 1.0654 -0.02 0.13 0.02
C 0.1802 -0.2453 -3.7670 -0.09 -0.01 0.18
C -0.4692 -3.7989 1.8874 -0.23 -0.12 -0.09
C 2.1726 -2.9626 2.9685 0.24 0.00 0.16
Si 1.1482 -3.8681 -1.0717 0.25 -0.23 0.03
C 2.0968 1.8263 1.7254 -0.14 -0.26 -0.20
C -0.0072 -0.6622 -5.0624 0.02 0.03 -0.13
H 2.4749 1.2617 -0.2289 0.02 0.11 0.11
H 1.7346 -2.9138 3.9760 0.05 -0.03 -0.17
In 0.3116 -0.5154 -0.6518 -0.03 0.12 0.12
H 5.9166 -0.2282 4.2291 0.04 -0.02 -0.04
H 1.3270 -6.0267 0.1829 0.11 0.11 -0.07
H 4.6507 -0.4641 -1.7995 -0.05 -0.10 0.00
C 1.5287 -2.3222 -0.0452 -0.47 0.46 -0.31
H 4.6789 -1.2636 4.7366 -0.06 -0.09 -0.04
H 5.5657 1.8857 3.8183 0.06 -0.02 0.03
C -0.9313 -1.6825 -5.2871 -0.04 0.02 0.05
H -0.9735 -4.3033 -2.3007 0.06 -0.10 0.12
O -1.0950 -2.1058 -6.5550 0.08 0.09 -0.03
H 5.4562 -3.1087 -0.6923 -0.12 -0.02 0.06
H 1.0955 2.0585 -0.0385 0.01 0.12 0.00
H -1.0644 0.1381 3.1722 0.09 0.07 -0.05
H 4.4893 3.7958 4.7082 0.06 0.06 0.05
H 4.1182 -4.1711 -1.1692 0.24 0.18 0.22
C -2.1990 -2.1261 -1.7238 -0.20 0.11 0.11
C 3.8675 3.1124 4.1316 0.04 -0.09 -0.14
O 1.1149 1.1116 -2.0801 0.08 -0.25 -0.35
H 0.5375 -0.1942 -5.8718 -0.04 -0.04 0.04
O 0.9527 2.1628 3.8153 -0.37 0.08 -0.21
O 1.6192 1.5657 -4.2371 -0.04 -0.14 0.34
C 2.0519 -5.3057 -0.2156 -0.02 -0.23 0.12
H 3.3746 -0.6842 1.8852 0.13 0.11 -0.04
H 2.6224 -0.3694 5.1897 0.03 0.06 -0.04
H 2.5867 4.4292 3.0341 0.06 0.00 0.02
H 4.5297 -3.9828 0.5464 0.05 0.12 -0.20
H 2.5136 -3.9970 2.8121 -0.08 0.20 0.05
H -0.6968 -3.9272 2.9518 0.04 -0.01 -0.09
H -3.2862 0.5124 2.2608 -0.05 -0.02 -0.10
H 3.7076 -1.6296 -2.7406 0.00 0.15 0.11
O 0.1915 -1.0411 2.0344 -0.25 0.24 0.38
H 2.6818 -4.9682 0.6164 -0.20 -0.18 -0.20
H -2.4105 3.4816 1.3206 -0.03 0.00 -0.15
H -1.5425 -1.5660 3.0927 0.11 0.06 -0.05
C -3.4877 0.2623 1.2173 0.14 -0.05 0.05
H -0.6322 -5.5626 -1.1085 0.04 0.07 -0.06
H -1.7772 -2.7816 -6.5871 -0.11 -0.13 -0.02
C 1.0743 0.9179 -3.3591 0.00 0.19 0.02
H 2.5007 0.9947 2.2806 0.16 -0.27 0.11
O -3.2374 -2.7512 -1.8881 0.24 0.16 0.17
N 4.5796 1.8423 4.0002 -0.19 0.02 -0.04
H -4.0082 1.7041 -1.8629 0.03 -0.02 0.03
H 4.2568 4.4919 2.5145 -0.01 0.03 -0.02
C -0.6149 -4.4821 -1.2819 -0.22 0.15 0.04
```
Forces are in eV/Å.

As for the LUMO energy: 0.1 eV. For the HOMO energy, the calculation gives -0.32168 Ha. The gap between HOMO and LUMO is 8.880 eV.

***

Entry 2:
Below is a cluster of 8 separate species, C26H53N2O9PS in total in a non-equilibrium geometry, with properties calculated with ωB97M-V/def2-TZVPD.

Geometry as XYZ:
```
92
Properties=species:S:1:pos:R:3:forces:R:3
H -8.4537 2.9116 -4.6564 0.01 0.23 -0.02
H -8.7841 -0.5802 1.9402 0.00 0.21 -0.10
O -1.8719 -4.1788 -0.0747 0.36 0.80 -1.15
O 4.9941 -0.4275 -0.4673 -3.16 4.96 7.14
N 3.3299 -0.3387 1.3204 3.35 1.96 1.30
H 7.4971 7.0649 3.2399 -0.19 0.10 -0.06
C -7.1294 -3.4499 -4.0056 0.39 0.18 -0.33
O 0.5623 1.9728 3.2817 -1.67 0.57 0.09
S 3.0056 -3.2872 0.3040 0.55 0.84 1.07
O 7.5194 -3.7083 0.1631 -0.17 0.11 -1.27
O -8.3029 2.5197 -1.5960 0.42 0.74 -1.19
H 8.6213 -3.5862 -2.7202 -0.18 -0.09 -0.12
C 8.1153 -4.3051 -2.0708 0.39 -0.30 0.36
H -2.0228 -3.7868 -3.1351 -0.04 0.22 -0.03
H -6.3169 -5.7714 -1.5303 -0.12 0.14 -0.16
C -1.5013 2.0689 2.0843 0.39 -0.22 -0.28
O 7.2061 4.3820 1.7368 -0.24 1.49 0.07
H 6.6170 -1.8849 -2.1613 -0.10 -0.09 -0.10
H 2.6320 -2.3286 2.8591 1.06 1.01 -0.43
C 7.5706 0.6530 1.7399 2.09 2.91 -1.78
C -6.6281 3.8352 -2.6756 0.17 -0.15 0.46
C -9.4100 -0.6856 1.0505 -0.40 -0.32 0.03
H -1.8839 3.0238 1.7150 -0.18 -0.11 0.11
C 4.5327 0.2525 0.6190 2.61 -3.54 -5.62
H -0.5012 3.0483 5.2807 -0.16 -0.03 -0.20
C -2.4775 -3.3637 -2.2358 -0.42 -0.35 0.37
C 6.1966 -2.6763 -1.5358 0.13 -0.19 0.62
H -6.0624 3.6319 -1.7600 -0.15 0.03 -0.20
H 5.6909 -2.2155 -0.6806 0.29 -0.44 -0.54
C -7.9760 3.1710 -2.5868 -0.43 -0.81 1.22
C 6.9831 6.4207 0.5139 0.13 -0.44 -0.31
C -8.6610 -1.4390 -0.0159 -0.49 -1.29 -0.54
C 7.8643 -0.9179 2.1120 0.62 -0.18 -0.30
H -0.3216 -1.7821 -1.2557 0.08 -0.05 -0.23
H 5.6756 0.7448 3.0090 0.41 1.29 -1.78
H -7.4040 -4.3795 -1.3279 -0.27 -0.06 -0.14
C -8.9085 3.3347 -3.7571 -0.38 -0.28 0.21
H 3.5425 0.5306 3.4097 -1.14 0.16 -1.87
H -0.9132 1.5963 1.2904 -0.12 0.10 0.19
H 4.8828 -2.4170 2.1638 -0.63 0.91 0.20
H 5.7384 6.7602 3.0527 0.16 0.17 -0.03
H 6.9096 -1.5979 2.1170 1.70 1.59 -0.16
H -9.8434 2.8020 -3.5533 0.23 0.12 -0.02
H -2.7035 -2.3050 -2.3856 0.16 -0.03 -0.18
C -1.5450 -3.5274 -1.0655 -0.37 -0.72 1.12
H 6.3914 2.4771 2.4561 -0.88 -2.59 -0.81
P 3.5494 -2.0525 1.7591 -1.27 -1.68 -2.25
H 6.7688 5.5812 3.8941 0.00 0.15 -0.20
H 1.8176 0.0183 2.8390 2.32 1.14 -0.87
H -2.0681 2.3195 4.8638 -0.10 0.19 -0.10
N 8.5142 1.4816 1.1397 -4.04 -3.60 2.62
C -0.6235 2.2993 3.2853 1.37 -0.35 0.04
O -5.1285 -4.6059 -3.4047 -1.50 0.27 0.18
H -9.7047 0.2971 0.6737 0.20 0.04 0.13
C -7.3813 -0.8317 -0.5254 0.07 -0.32 -0.33
H 8.1182 2.4465 1.0286 0.09 -1.10 0.23
H 5.4660 -3.2607 -2.1008 0.08 0.10 -0.12
H -2.3277 1.4049 2.3499 -0.08 0.21 -0.02
C 6.9928 5.5928 1.7711 0.25 -1.35 -0.09
H 8.3796 -1.0712 3.1729 -1.14 0.73 -2.19
H -7.5855 0.1445 -0.9724 0.08 0.08 0.23
H -7.8438 -5.7184 -2.4392 -0.11 0.20 0.11
C 2.8412 0.5102 2.4731 -2.01 0.47 0.91
H -3.4125 -3.8964 -2.0320 0.31 0.13 -0.12
H -6.6649 -0.7328 0.2941 -0.06 0.20 -0.05
H 6.0016 6.8826 0.3807 0.14 0.16 0.07
H -6.7525 4.9163 -2.7770 0.07 -0.08 -0.21
H -6.0718 3.4345 -3.5266 -0.07 0.22 -0.06
H 0.3592 -3.2639 -2.0053 -0.03 0.22 -0.04
C 7.2972 -3.5752 -1.0392 0.00 0.01 1.22
H 7.1866 5.7752 -0.3472 -0.05 0.13 0.21
H 7.7604 7.1872 0.5679 -0.20 0.10 0.03
O 5.2134 1.5120 0.9609 -1.73 -3.45 0.75
C -1.2528 2.9446 4.4909 0.43 -0.02 0.29
H 2.5309 1.5993 2.0962 1.05 -2.63 0.90
H -7.5136 -2.6430 -3.3764 -0.23 -0.17 -0.03
H 0.3685 -3.0665 -0.2387 -0.15 0.06 -0.31
H -6.4909 -3.0151 -4.7820 -0.10 -0.13 0.17
C -0.1971 -2.8632 -1.1542 0.02 -0.24 0.59
H 8.6067 -1.3986 1.3216 -1.65 1.23 1.63
C 6.1151 1.3672 2.1147 1.92 -0.12 1.39
H 7.4703 -4.9620 -2.6597 0.05 0.19 -0.13
H -9.1345 4.3934 -3.9069 0.14 -0.06 -0.17
C -7.0245 -5.1122 -2.0444 0.45 -0.23 0.16
H 8.8722 -4.9161 -1.5676 -0.16 0.13 -0.10
C -6.3199 -4.4073 -3.1725 1.43 -0.38 -0.19
H -6.9497 -1.4846 -1.2914 -0.08 0.10 0.19
C 6.7312 6.3037 3.0719 0.03 -0.46 0.29
O -9.0785 -2.5097 -0.4541 0.52 1.25 0.48
H -7.9533 -3.9819 -4.4877 -0.10 0.14 0.18
H -10.3134 -1.2423 1.3215 0.22 0.09 -0.08
H -1.6243 3.9385 4.2289 -0.19 -0.14 0.02
```
Forces are in eV/Å.

As for the LUMO energy: 0.2 eV. For the HOMO energy, the calculation gives -0.30512 Ha. As for the structure (SMILES): [H]/N=C(/C)COC(=O)N(C)[PH2]=S.CC(C)=O.CC(C)=O.CC(C)=O.CC(C)=O.CC(C)=O.CC(C)=O.CC(C)=O. The gap between HOMO and LUMO is 8.480 eV.